Computed, not measured: C34H31KN4O6PS as an isolated structure in a non-equilibrium geometry, with wB97M-V/def2-TZVPD.

The geometry in XYZ format:
```
78
Properties=species:S:1:pos:R:3:lowdin_charge:R:1
K -1.602 0.809 0.280 0.6328
O -1.629 2.988 5.861 0.0912
C -1.870 4.005 5.061 -0.5300
O -1.891 5.152 5.463 0.0555
C -2.114 3.703 3.626 -0.0677
C -2.419 4.665 2.683 -0.0108
N -2.537 4.041 1.503 0.0197
N -2.348 2.729 1.610 0.0021
C -2.088 2.488 2.887 -0.1537
C -1.857 1.049 3.290 -0.5984
O -1.658 0.811 4.509 0.0083
O -1.895 0.208 2.370 -0.2016
H -1.602 2.088 5.353 0.0602
H -2.524 5.731 2.804 0.1291
H -2.744 4.382 0.557 0.1161
O -3.041 3.708 -1.126 -0.2005
N -2.534 4.077 -2.273 -0.2386
C -2.831 5.312 -2.743 -0.0509
C -2.346 5.796 -3.927 -0.0989
C -1.505 4.978 -4.684 -0.1080
C -1.213 3.720 -4.215 -0.1198
C -1.730 3.218 -2.998 -0.7058
S -1.389 1.644 -2.448 0.5297
H -3.485 5.878 -2.097 0.1230
H -2.617 6.793 -4.247 0.0923
H -1.092 5.324 -5.623 0.0952
H -0.568 3.049 -4.764 0.0888
C 0.766 -1.783 -5.569 -0.0735
C 0.331 -1.625 -4.114 -0.3864
C -1.181 -1.782 -3.969 -0.0741
C 1.121 -2.585 -3.210 -0.2675
C 0.688 -4.061 -3.294 -0.0934
O -0.074 -4.270 -2.094 -0.0151
C 0.185 -3.187 -1.303 -0.3419
N 0.879 -2.256 -1.805 0.1503
C -0.412 -3.195 0.042 -0.1363
C -1.344 -4.200 0.299 -0.0254
C -1.977 -4.286 1.526 -0.0773
C -1.664 -3.374 2.514 -0.0578
C -0.733 -2.371 2.279 -0.0850
C -0.098 -2.236 1.047 -0.2914
P 1.096 -0.857 0.685 1.1011
C 1.335 -0.036 2.329 -0.3609
C 1.736 -0.624 3.528 -0.0882
C 1.863 0.134 4.681 -0.0750
C 1.605 1.498 4.658 -0.0778
C 1.239 2.105 3.469 -0.0769
C 1.114 1.343 2.313 -0.1215
C 2.685 -1.802 0.597 -0.3612
C 2.886 -3.044 1.198 -0.0922
C 4.140 -3.643 1.184 -0.0907
C 5.210 -3.013 0.563 -0.1047
C 5.013 -1.792 -0.067 -0.0959
C 3.758 -1.198 -0.054 -0.1020
H 0.205 -1.094 -6.203 0.0773
H 0.584 -2.801 -5.930 0.0736
H 1.832 -1.568 -5.689 0.0749
H 0.580 -0.615 -3.776 0.1208
H -1.535 -2.743 -4.353 0.0769
H -1.687 -0.985 -4.517 0.0707
H -1.485 -1.687 -2.924 0.0717
H 2.185 -2.469 -3.424 0.1412
H 1.538 -4.745 -3.280 0.1230
H 0.058 -4.289 -4.151 0.1121
H -1.561 -4.913 -0.485 0.1118
H -2.713 -5.061 1.705 0.1005
H -2.146 -3.430 3.483 0.1107
H -0.526 -1.665 3.065 0.0867
H 1.947 -1.686 3.568 0.1023
H 2.158 -0.341 5.609 0.1010
H 1.670 2.083 5.567 0.1076
H 1.047 3.171 3.437 0.1120
H 0.836 1.818 1.376 0.0907
H 2.060 -3.561 1.672 0.1029
H 4.284 -4.604 1.664 0.0977
H 6.192 -3.472 0.567 0.0946
H 5.838 -1.305 -0.573 0.0971
H 3.602 -0.248 -0.555 0.1033
```

Properties
Energy above the lowest of the compared OMol25 structures with the same formula, charge and spin, eV: 1.1580
LUMO, eV: 2.3
Spin multiplicity: 1
Kohn-Sham gap, eV: 6.977
Charge: -1
E_tot, eV: -90459.2466

Computed, not measured: C34H31N3O3PRuS as an isolated structure in a non-equilibrium geometry, with wB97M-V/def2-TZVPD.

The geometry in XYZ format:
```
74
Properties=species:S:1:pos:R:3:lowdin_charge:R:1
Ru -0.582 0.625 -0.084 1.1840
C -4.557 -3.290 1.857 -0.0583
C -3.486 -3.623 2.674 -0.0575
C -2.337 -2.849 2.668 -0.0790
C -2.264 -1.736 1.835 -0.3394
C -3.340 -1.405 1.011 -0.1098
C -4.487 -2.181 1.027 -0.0599
P -0.836 -0.622 1.863 1.0272
C 0.575 -1.584 2.428 -0.3698
C 0.791 -2.847 1.875 -0.1106
C 1.934 -3.552 2.204 -0.0600
C 2.865 -2.997 3.074 -0.0512
C 2.651 -1.741 3.621 -0.0521
C 1.509 -1.026 3.297 -0.0852
C -1.239 0.616 3.118 -0.2903
C -1.327 0.431 4.474 -0.0506
C -1.764 1.493 5.285 -0.0464
C -2.116 2.697 4.731 -0.0001
C -2.051 2.903 3.335 -0.1513
C -2.435 4.111 2.705 0.0010
C -2.391 4.230 1.341 -0.0516
C -1.947 3.166 0.532 -0.0823
C -1.517 1.991 1.111 -0.2271
C -1.590 1.842 2.523 -0.2046
H -5.452 -3.898 1.868 0.1134
H -3.541 -4.490 3.319 0.1134
H -1.500 -3.109 3.304 0.1090
H -3.279 -0.532 0.370 0.0735
H -5.323 -1.924 0.390 0.1138
H 0.061 -3.267 1.193 0.1114
H 2.106 -4.532 1.778 0.1129
H 3.762 -3.549 3.323 0.1135
H 3.379 -1.312 4.296 0.1149
H 1.353 -0.035 3.702 0.1112
H -1.070 -0.523 4.921 0.1191
H -1.831 1.349 6.355 0.1142
H -2.459 3.508 5.361 0.1235
H -2.773 4.938 3.317 0.1237
H -2.695 5.155 0.868 0.1140
H -1.932 3.298 -0.542 0.0974
C 3.377 -1.082 -3.129 -0.0571
C 2.185 -1.549 -3.960 -0.1748
N 0.942 -1.702 -3.190 -0.0919
C 0.539 -3.067 -2.858 -0.2125
C 1.487 -3.718 -1.854 -0.0588
C 0.284 -0.619 -2.801 -0.6904
S -1.251 -0.775 -1.940 0.7289
N 0.718 0.559 -3.211 0.1256
C 0.556 1.749 -2.661 -0.3911
O 0.064 1.975 -1.503 -0.1776
C 0.991 2.916 -3.455 -0.1386
C 0.757 4.199 -2.962 -0.0121
C 1.166 5.305 -3.685 -0.0618
C 1.819 5.136 -4.898 -0.0620
C 2.063 3.860 -5.388 -0.0625
C 1.650 2.751 -4.673 -0.0139
H 4.244 -0.962 -3.779 0.0841
H 3.625 -1.798 -2.347 0.0707
H 3.167 -0.124 -2.660 0.0630
H 2.396 -2.520 -4.405 0.1227
H 1.994 -0.837 -4.763 0.1152
H 0.514 -3.640 -3.787 0.1289
H -0.470 -3.045 -2.457 0.0621
H 2.467 -3.898 -2.297 0.0763
H 1.079 -4.677 -1.534 0.0845
H 1.608 -3.071 -0.986 0.0531
H 0.260 4.315 -2.008 0.1104
H 0.982 6.300 -3.302 0.1095
H 2.144 6.000 -5.463 0.1106
H 2.581 3.731 -6.329 0.1095
H 1.836 1.754 -5.045 0.1047
O 1.677 1.167 0.885 -0.1070
N 2.226 0.202 0.370 -0.1768
O 1.459 -0.566 -0.254 -0.2249
```

Properties
Energy above the lowest of the compared OMol25 structures with the same formula, charge and spin, eV: 0.5414
LUMO (spin up / spin down), eV: -3.2 / -5.3
Spin multiplicity: 5
<S²>: 6.04
Kohn-Sham gap (spin up / spin down), eV: 7.784 / 5.915
Charge: +1
E_tot, eV: -69071.8254

Computed, not measured: C34H31N5O3V as an isolated structure, with wB97M-V/def2-TZVPD.

The geometry in XYZ format:
```
74
Properties=species:S:1:pos:R:3:lowdin_charge:R:1
V 0.695 0.333 -0.434 0.9056
C 4.130 -2.503 -0.542 -0.0063
O 2.936 -3.241 -0.933 0.0733
C 1.994 -2.345 -1.145 -0.3149
N 2.276 -1.105 -0.985 0.0603
C 3.624 -1.052 -0.386 -0.2238
C 3.497 -0.530 1.031 -0.1926
C 4.571 0.121 1.626 -0.0229
C 4.456 0.643 2.906 -0.0469
C 3.257 0.542 3.601 -0.0525
C 2.179 -0.104 3.017 -0.0517
C 2.300 -0.642 1.740 -0.0651
C 0.615 -2.822 -1.338 -0.1647
C 0.323 -4.098 -1.787 0.0480
C -0.998 -4.519 -1.731 0.0145
C -1.945 -3.671 -1.183 0.0516
C -1.552 -2.403 -0.775 -0.1492
N -0.295 -1.959 -0.869 0.1446
C -2.474 -1.484 -0.083 -0.3391
N -2.330 -0.230 -0.116 0.1674
C -3.283 0.321 0.861 -0.2048
C -4.039 -0.911 1.392 -0.0226
O -3.429 -2.029 0.677 0.0450
C -2.411 1.116 1.844 -0.2833
C -1.603 0.205 2.719 -0.0364
C -1.571 0.325 4.045 -0.0518
C -2.313 1.370 4.762 -0.0562
C -3.027 2.277 4.102 -0.0362
C -3.070 2.313 2.609 -0.1350
H 4.862 -2.614 -1.338 0.1409
H 4.501 -2.945 0.378 0.1450
H 4.268 -0.379 -0.949 0.1361
H 5.505 0.224 1.086 0.1289
H 5.305 1.134 3.363 0.1203
H 3.171 0.952 4.598 0.1177
H 1.244 -0.196 3.551 0.0945
H 1.465 -1.223 1.342 0.1026
H 1.113 -4.745 -2.140 0.1373
H -1.274 -5.508 -2.069 0.1324
H -2.973 -3.977 -1.055 0.1380
H -3.959 1.016 0.355 0.1604
H -5.101 -0.908 1.164 0.1369
H -3.886 -1.088 2.456 0.1340
H -1.073 -0.614 2.239 0.1113
H -1.011 -0.391 4.635 0.1099
H -2.288 1.369 5.843 0.1120
H -3.598 3.026 4.638 0.1224
H -4.092 2.497 2.274 0.1538
C 4.307 2.964 -0.685 -0.0123
C 4.209 3.645 0.514 -0.0073
C 3.057 3.508 1.279 0.0218
C 2.043 2.682 0.826 -0.1879
N 2.184 1.950 -0.296 0.0384
C 3.276 2.108 -1.039 -0.1090
C 0.655 2.680 1.383 -0.1760
C 0.284 3.682 2.387 0.0194
C -0.994 3.926 2.674 0.0199
C -2.083 3.292 1.891 -0.1473
C -1.603 2.132 1.000 -0.1916
N -0.177 1.890 0.803 0.0653
H 5.162 3.082 -1.335 0.1249
H 5.003 4.302 0.842 0.1294
H 2.954 4.063 2.199 0.1189
H 3.319 1.531 -1.955 0.1264
H 1.066 4.218 2.902 0.1069
H -1.248 4.651 3.439 0.1355
H -2.604 4.083 1.345 0.1597
H -2.016 2.193 -0.007 0.1491
C -0.027 2.370 -2.739 -0.0617
O -0.168 1.023 -2.239 -0.2062
H -0.883 2.621 -3.361 0.1023
H 0.897 2.478 -3.306 0.0931
H -0.003 3.022 -1.870 0.0823
H -0.327 0.414 -2.967 0.1169
```

Properties
LUMO (spin up / spin down), eV: -6.0 / -6.1
Spin multiplicity: 4
<S²>: 3.76
Kohn-Sham gap (spin up / spin down), eV: 7.292 / 7.165
Charge: +2
E_tot, eV: -75029.2754

Molecular weight readings, ordered: 693.783 693.751 608.598 u